(1)
Density functional theory data (the ωB97M-V functional and the def2-TZVPD basis) for an isolated molecule of C25H21N3O5S in a non-equilibrium geometry.

Gap between HOMO and LUMO, Eh: 0.3094
Relative energy (zero: lowest compared OMol25 entry of this formula, charge and spin), kJ/mol: 225.5
SMILES string: N#Cc1ccccc1Sc1ccccc1C(=O)OCC(=O)N1CCN(C(=O)c2ccco2)CC1
DFT total energy, a.u.: -1903.94138
Lowest unoccupied orbital energy, eV: -0.1
Total charge: 0

Atoms and positions in Å:
N 4.7742 -1.5806 1.7362
C 4.0334 -0.7898 1.3606
C 3.1890 0.2312 0.8687
C 3.5394 0.8408 -0.3387
C 2.7896 1.8875 -0.8371
C 1.6908 2.3500 -0.1248
C 1.3241 1.7445 1.0614
C 2.0504 0.6690 1.5587
S 1.5014 -0.0651 3.0704
C 1.8110 -1.7978 2.8323
C 2.2742 -2.5115 3.9289
C 2.5380 -3.8632 3.8170
C 2.3548 -4.5103 2.6049
C 1.8878 -3.8063 1.5120
C 1.5921 -2.4501 1.6171
C 1.0246 -1.7607 0.4368
O 0.1075 -0.9720 0.4564
O 1.6534 -2.1115 -0.6895
C 1.1217 -1.5261 -1.8697
H 1.6545 -1.9995 -2.6964
C -0.3744 -1.8761 -1.9526
O -0.7206 -3.0051 -1.6705
N -1.2425 -0.9374 -2.3895
C -1.0106 0.4794 -2.5498
H -1.5603 0.8062 -3.4405
H 0.0427 0.7046 -2.7007
C -1.5489 1.2265 -1.3156
N -2.9576 0.9494 -1.1798
C -3.9986 1.7847 -1.4249
O -5.1425 1.3652 -1.5267
C -3.7748 3.2392 -1.5328
C -4.7130 4.1513 -1.9486
C -4.1143 5.4235 -1.8387
C -2.8604 5.2032 -1.3571
O -2.6418 3.8927 -1.1707
H -2.0577 5.8709 -1.1116
H -4.5552 6.3686 -2.0790
H -5.7013 3.9168 -2.2849
C -3.2218 -0.4711 -1.0523
H -2.7284 -0.8360 -0.1461
C -2.6640 -1.2227 -2.2636
H -3.1714 -0.8998 -3.1770
H -2.7866 -2.2977 -2.1338
H -4.3005 -0.6110 -0.9768
H -1.0314 0.8470 -0.4282
H -1.3653 2.2918 -1.4147
H 1.3241 -0.4531 -1.8469
H 1.7220 -4.2970 0.5658
H 2.5766 -5.5620 2.5116
H 2.9021 -4.4078 4.6746
H 2.4362 -1.9922 4.8609
H 0.4593 2.0830 1.6099
H 1.1103 3.1775 -0.5036
H 3.0661 2.3491 -1.7731
H 4.4099 0.4809 -0.8677

Forces on the atoms, in the same order (eV/Å):
N 0.242 -0.207 0.064
C 0.512 -0.316 0.243
C -0.520 0.848 -0.380
C -0.047 -0.044 0.027
C 0.007 0.017 -0.072
C 0.056 -0.013 0.043
C 0.088 -0.045 0.031
C 0.247 -0.143 0.267
S 0.078 0.088 0.106
C -0.301 0.160 -0.174
C -0.067 0.110 -0.085
C -0.045 -0.034 -0.043
C 0.012 -0.034 0.030
C -0.035 0.139 -0.027
C 0.013 -0.294 0.294
C -0.340 0.175 0.000
O 0.153 -0.263 -0.029
O 0.227 -0.224 0.002
C -0.319 0.146 -0.021
H -0.096 0.083 0.070
C 0.375 0.074 -0.277
O 0.060 -0.285 0.169
N -0.252 -0.039 -0.314
C 0.180 0.324 0.346
H 0.103 0.038 0.056
H -0.030 -0.013 -0.012
C 0.493 0.206 -0.314
N -0.062 -0.034 0.155
C 0.148 -0.354 0.182
O -0.120 0.243 -0.112
C -1.086 0.641 -0.444
C 0.495 -0.702 0.191
C 0.530 0.031 0.192
C -0.476 0.581 -0.230
O 0.262 -0.240 0.200
H 0.157 -0.002 0.059
H -0.026 0.234 -0.028
H -0.190 -0.134 -0.033
C -0.299 -0.345 -0.125
H -0.029 -0.009 -0.034
C -0.246 -0.240 0.201
H -0.015 -0.008 0.043
H -0.029 0.145 -0.063
H 0.171 -0.031 0.034
H -0.015 0.115 -0.124
H 0.015 -0.157 0.016
H -0.008 -0.160 -0.027
H 0.016 -0.067 -0.089
H 0.014 -0.095 -0.008
H 0.037 -0.052 0.072
H 0.091 0.043 0.083
H -0.154 0.011 0.011
H -0.063 0.092 -0.031
H 0.036 0.046 -0.062
H 0.053 -0.008 -0.031


(2)
Density functional theory data (the ωB97M-V functional and the def2-TZVPD basis) for an isolated ion of composition C6H6NO5S2 and charge -1 in a non-equilibrium geometry.

Gap between HOMO and LUMO, Eh: 0.2763
Relative energy (zero: lowest compared OMol25 entry of this formula, charge and spin), kJ/mol: 155.8
SMILES string: N[C@]1(C(=O)O)SS/C1=C\COC(=O)[O-]
DFT total energy, a.u.: -1459.60848
Lowest unoccupied orbital energy, eV: 2.6
Total charge: -1

Atoms and positions in Å:
C 0.6404 -0.8673 0.0845
C -0.5390 -0.7409 0.6761
C 2.4714 0.8816 0.8829
C -2.8410 0.3868 -0.4095
C 1.6395 0.2183 -0.2482
C -1.7579 -1.6724 0.6535
N 1.0724 1.2988 -0.9546
O 2.6744 2.1830 0.6430
O -4.0095 0.5583 -0.7440
O 2.9860 0.2508 1.7767
O -1.8401 1.0131 -0.7100
O -2.8458 -0.7599 0.5069
S 1.2613 -2.2425 -0.8364
S 2.7847 -0.9114 -1.2261
H -0.9199 0.0616 1.3478
H -2.0342 -2.3655 1.5539
H -1.8338 -2.3657 -0.2752
H 1.0377 1.1281 -1.9226
H 1.9614 2.4371 -0.0973
H 0.0920 1.5081 -0.7014

Forces on the atoms, in the same order (eV/Å):
C -0.541 0.042 0.464
C -0.733 -1.200 1.765
C 0.728 -0.473 0.106
C -2.901 -0.869 -0.192
C 0.580 -0.473 1.080
C -0.823 -0.594 -1.572
N -1.105 1.624 -0.565
O -1.076 0.263 -0.133
O -0.184 0.443 -0.227
O -0.385 0.665 -0.332
O 1.964 0.257 0.118
O 0.419 -0.449 0.716
S -0.742 -0.741 0.020
S 0.138 1.189 -0.087
H 1.322 0.028 -0.899
H 0.997 1.539 -1.238
H 0.773 0.808 1.283
H 0.011 -0.253 -1.424
H 1.464 -1.139 0.958
H 0.094 -0.669 0.160


(3)
Density functional theory data (the ωB97M-V functional and the def2-TZVPD basis) for a 2-piece molecular cluster, C5H12Si overall in a non-equilibrium geometry.

Gap between HOMO and LUMO (spin up / spin down), Eh: 0.2572 / 0.3286
Relative energy (zero: lowest compared OMol25 entry of this formula, charge and spin), kJ/mol: 401.1
DFT total energy, a.u.: -487.02308
Lowest unoccupied orbital energy (spin up / spin down), eV: 0.1 / 0.1
Total charge: 0

Atoms and positions in Å:
C -4.2944 0.2599 0.4060
C -3.2071 0.4274 -0.2805
C 2.8159 0.9677 0.1143
C 0.8247 -1.9950 -0.5452
C 1.2998 1.1043 -0.0296
Si 0.3839 -0.4763 0.4986
H -5.2797 0.6132 0.0839
H -4.3070 -0.2541 1.3565
H -3.0622 0.9126 -1.2271
H 3.3112 1.8987 -0.1571
H 3.0897 0.7273 1.1394
H 3.1981 0.1819 -0.5338
H 1.8481 -2.3137 -0.3521
H 0.1727 -2.8313 -0.3156
H 0.7378 -1.7900 -1.6083
H 1.0645 1.3541 -1.0651
H 0.9598 1.9446 0.5769
H 0.4442 -0.7313 1.9386

Forces on the atoms, in the same order (eV/Å):
C -0.489 -0.236 0.556
C 0.261 0.123 -0.261
C -0.001 0.020 -0.013
C 0.099 0.333 0.323
C 0.010 -0.330 0.207
Si -0.714 0.329 -0.978
H 0.252 0.048 -0.169
H 0.078 -0.100 0.185
H 0.318 0.071 -0.241
H 0.121 0.044 -0.016
H 0.106 -0.032 0.088
H 0.114 -0.075 -0.029
H 0.160 -0.050 0.025
H -0.132 -0.086 0.092
H -0.047 0.128 -0.115
H -0.183 -0.084 -0.027
H -0.167 -0.028 0.041
H 0.214 -0.072 0.333


(4)
Density functional theory data (the ωB97M-V functional and the def2-TZVPD basis) for an isolated molecule of C3H9BS3.

Gap between HOMO and LUMO, Eh: 0.3468
Relative energy (zero: lowest compared OMol25 entry of this formula, charge and spin), kJ/mol: 0.7
SMILES string: SCCCB(S)S
DFT total energy, a.u.: -1339.16117
Lowest unoccupied orbital energy, eV: 0.3
Total charge: 0

Atoms and positions in Å:
S 2.0932 -1.6786 1.1903
C 2.0053 -0.5443 -0.2185
C 0.7918 0.3970 -0.3177
C -0.5300 -0.1433 0.2362
B -1.7376 0.7654 -0.1736
S -2.0421 2.3930 0.5819
S -2.8886 0.3294 -1.5007
H 0.8771 -2.2260 1.1261
H 2.1523 -1.1069 -1.1392
H 2.8983 0.0656 -0.0804
H 0.6699 0.6814 -1.3656
H 1.0379 1.3168 0.2162
H -0.7082 -1.1682 -0.1068
H -0.4691 -0.1982 1.3281
H -1.4894 2.1037 1.7646
H -2.6607 -0.9869 -1.5409

Forces on the atoms, in the same order (eV/Å):
S 0.165 0.092 0.311
C -0.038 0.005 -0.160
C 0.141 0.151 0.252
C -0.318 -0.357 0.265
B -0.145 0.058 -0.089
S -0.178 -0.039 -0.068
S -0.211 0.192 0.032
H -0.068 -0.029 -0.163
H -0.137 -0.064 0.009
H 0.061 -0.040 -0.118
H 0.039 -0.040 -0.033
H -0.111 0.031 0.013
H 0.073 0.027 -0.102
H 0.095 0.003 -0.017
H 0.316 0.044 -0.034
H 0.317 -0.035 -0.098


(5)
Density functional theory data (the ωB97M-V functional and the def2-TZVPD basis) for an isolated molecule of C4H6OS in a non-equilibrium geometry.

Gap between HOMO and LUMO, Eh: 0.3076
Relative energy (zero: lowest compared OMol25 entry of this formula, charge and spin), kJ/mol: 148.6
SMILES string: S=C1CCOC1
DFT total energy, a.u.: -629.39058
Lowest unoccupied orbital energy, eV: -0.4
Total charge: 0

Atoms and positions in Å:
C -1.0825 -0.0851 -0.1325
C -0.1445 1.1116 -0.2536
C 1.1847 0.4311 0.2451
C -0.2120 -1.3017 -0.0631
H -0.0644 1.3421 -1.3506
H -0.5574 1.9626 0.3339
H 1.1689 0.3193 1.3677
H 2.1324 0.9577 -0.0563
H -0.3499 -1.7385 0.9318
H -0.4570 -2.0588 -0.7918
O 1.1587 -0.8299 -0.2404
S -2.7770 -0.1105 0.0100

Forces on the atoms, in the same order (eV/Å):
C -2.534 0.413 0.075
C -0.225 -0.560 0.091
C 0.201 2.499 1.593
C 0.813 0.434 0.234
H -0.025 0.042 0.955
H 0.575 -0.483 -0.596
H 0.007 0.802 -0.624
H -1.003 -0.526 0.201
H 0.185 -0.045 0.092
H 0.067 -0.125 -0.318
O -1.210 -2.576 -1.380
S 3.150 0.125 -0.323


(6)
Density functional theory data (the ωB97M-V functional and the def2-TZVPD basis) for a 3-piece molecular cluster, C2H10NO3 overall in a non-equilibrium geometry.

Gap between HOMO and LUMO, Eh: 0.2928
Relative energy (zero: lowest compared OMol25 entry of this formula, charge and spin), kJ/mol: 29.6
DFT total energy, a.u.: -362.69610
Lowest unoccupied orbital energy, eV: 4.2
Total charge: -1

Atoms and positions in Å:
C -0.4302 -1.9586 -0.1084
N -0.9812 -0.6375 -0.3873
C -0.8975 0.2839 0.7970
O 0.1898 1.1055 0.7775
H -0.1919 -2.4699 -1.0439
H -1.1753 -2.5781 0.4075
H 0.4719 -1.9486 0.5133
H -0.3875 -0.1966 -1.0826
H -0.9008 -0.3868 1.6728
H -1.8101 0.9100 0.7279
H 3.0991 -0.0911 0.6816
H 1.7788 0.4443 0.1380
O 2.5757 -0.0791 -0.1228
H 0.0086 2.0421 -0.5579
H -1.1499 2.8234 -1.1454
O -0.1997 2.7370 -1.2674

Forces on the atoms, in the same order (eV/Å):
C -0.211 -0.093 0.016
N 0.122 -0.176 0.200
C 0.475 0.446 -0.856
O 0.369 -0.322 -0.261
H 0.032 0.003 -0.007
H 0.015 0.070 -0.028
H 0.146 0.099 -0.031
H -0.056 0.056 -0.027
H -0.395 0.093 0.228
H -0.243 -0.317 0.439
H 0.002 -0.009 0.034
H -0.485 -0.087 0.181
O 0.209 0.068 -0.065
H 0.216 0.322 0.295
H -0.015 0.125 -0.120
O -0.181 -0.278 0.002